No. 1
Molecular formula: C30H32N4O5
Method: DFT, ωB97M-V with the def2-TZVPD basis set

Values from the calculation:
F_max   7.1 eV/A
Total charge   0
E   -47816.980 eV
HOMO-LUMO gap   4.74 eV
ΔE to the lowest compared entry with this formula, charge and spin   329.1 kcal/mol

```
71
Properties=species:S:1:pos:R:3:mulliken_charge:R:1
O -1.99969 2.32810 2.82879 -0.582
N -2.38895 1.15454 2.63263 1.002
O -3.55460 0.87947 2.26459 -0.613
C -1.47441 0.07634 2.82460 -0.414
C -1.91745 -1.23978 2.61090 -0.508
C -1.01442 -2.28797 2.76024 -0.707
C 0.32979 -2.04097 3.07308 -0.415
C 0.78485 -0.71940 3.28018 0.083
C 2.20848 -0.48316 3.67248 -0.307
N 2.75546 0.79180 3.08526 1.208
O 3.61360 0.69522 2.18732 -0.660
O 2.35095 1.86002 3.58554 -0.671
C -0.13444 0.33220 3.19545 -0.296
H -2.95442 -1.39673 2.32643 0.505
H -1.36168 -3.31157 2.61939 0.401
H 1.04904 -2.85845 3.16068 0.418
H 2.83870 -1.32471 3.37443 0.431
H 0.18255 1.35324 3.40025 0.673
C 0.47534 -1.61480 11.95876 -0.978
N 0.35128 -1.79845 10.53128 0.271
C -0.73694 -2.41070 9.97561 0.268
O -1.68341 -2.88299 10.59907 -0.712
C -0.53614 -2.40668 8.45810 0.015
C -1.65744 -1.68479 7.70509 -0.544
C -3.00564 -2.34883 7.88934 0.431
C -4.08296 -1.61681 8.39856 -0.350
C -5.29382 -2.25594 8.67362 -0.598
C -5.44410 -3.62111 8.39445 -0.422
C -4.38228 -4.33869 7.82869 -0.689
C -3.16633 -3.69962 7.56498 -0.240
N 0.77190 -1.75950 8.31417 0.573
C 1.30820 -1.52781 7.10506 0.470
C 2.55419 -0.92009 6.92149 0.229
C 3.09532 -0.53793 5.71359 -0.477
C 4.46508 -0.15756 5.58982 0.707
C 5.21999 -0.34454 4.39145 -0.261
C 6.50896 0.14323 4.25984 -0.859
C 7.15998 0.76527 5.33038 1.106
C 8.53960 1.31278 5.15499 -1.392
C 6.48889 0.86862 6.55625 -0.877
C 5.18064 0.42992 6.68694 -0.812
C 1.36544 -1.33095 9.59869 0.132
C 1.49142 0.19879 9.68672 -1.477
C 2.70269 -2.02291 9.91836 -1.602
H -0.41875 -2.00693 12.44771 0.375
H 1.35881 -2.14119 12.34100 0.293
H 0.58484 -0.55080 12.20190 0.309
H -0.47444 -3.45767 8.11664 0.258
H -1.70357 -0.64226 8.06256 0.331
H -1.39427 -1.66046 6.63480 0.406
H -3.94219 -0.55300 8.60879 0.330
H -6.11515 -1.68593 9.11153 0.368
H -6.38720 -4.12395 8.61569 0.367
H -4.49092 -5.39967 7.59717 0.366
H -2.32478 -4.24686 7.13100 0.347
H 0.72071 -1.87298 6.24626 0.592
H 3.13263 -0.71270 7.81917 -0.264
H 2.26658 -0.28284 4.86805 -0.279
H 4.78543 -0.89950 3.56496 0.291
H 7.02768 0.05278 3.30296 0.394
H 8.93095 1.68124 6.10674 0.352
H 9.22128 0.54536 4.77092 0.331
H 8.55130 2.14210 4.43625 0.308
H 7.01457 1.31738 7.40282 0.283
H 4.66990 0.57659 7.64242 0.348
H 0.49427 0.65569 9.61094 0.346
H 1.94302 0.47155 10.64880 0.476
H 2.11506 0.59557 8.88234 0.369
H 2.52343 -3.08973 10.10708 0.398
H 3.42134 -1.94125 9.10225 0.381
H 3.14050 -1.56245 10.81335 0.463
```

No. 2
Molecular formula: C30H33BrN7OPr
Method: DFT, ωB97M-V with the def2-TZVPD basis set

Values from the calculation:
F_max   4.9 eV/A
Total charge   +2
E   -128218.222 eV
HOMO-LUMO gap (alpha / beta)   4.98 / 5.25 eV
2S+1   3
ΔE to the lowest compared entry with this formula, charge and spin   0.0 kcal/mol

```
73
Properties=species:S:1:pos:R:3:mulliken_spin:R:1
Pr -2.20786 -0.29589 0.26490 2.012
C -2.64046 4.89826 -0.06495 0.000
C -3.07674 4.25738 1.27323 0.000
C -4.18155 5.05818 1.90846 0.000
C -3.47317 2.77070 1.33344 -0.010
C -3.18550 1.99561 2.49795 0.004
C -3.60979 0.68898 2.62414 -0.002
C -4.43437 0.04252 1.67470 0.012
C -4.97723 -1.37612 1.85613 0.000
C -4.68590 0.86797 0.51215 -0.012
C -4.09885 2.12684 0.24895 0.007
H -1.92617 5.70500 0.15230 0.000
H -3.47283 5.30497 -0.69398 0.000
H -2.10941 4.15095 -0.71609 0.000
H -2.26799 4.26472 1.95410 0.000
H -5.21673 4.88124 1.39572 0.000
H -3.99823 6.16753 1.87653 0.000
H -4.35250 4.81221 2.98465 0.000
H -2.75013 2.41208 3.42721 0.000
H -3.29218 0.09850 3.39888 -0.003
H -5.90856 -1.57036 1.23927 0.000
H -5.08243 -1.61727 2.91789 0.000
H -4.27938 -2.12014 1.52089 0.000
H -5.24282 0.46791 -0.30848 0.000
H -4.23684 2.57642 -0.74317 0.001
Br 9.04744 -2.74163 1.41474 0.008
C 7.51171 -3.57794 2.20188 0.100
C 6.82978 -4.42810 1.36066 -0.049
C 5.48693 -4.72070 1.59239 0.085
C 4.82665 -4.19677 2.72338 -0.028
C 5.54533 -3.39446 3.67633 0.094
C 6.92298 -3.14046 3.41141 -0.052
N 3.45546 -4.25307 2.82927 0.240
N 2.84631 -4.74012 1.71645 -0.205
C 1.68706 -4.17154 1.40903 0.095
C 0.67188 -4.91578 0.74891 -0.114
C -0.54645 -4.37868 0.46282 0.070
C -0.86174 -3.06449 0.85600 -0.120
O -2.09420 -2.60335 0.64853 -0.047
C 0.11460 -2.19322 1.40232 -0.008
N -0.23062 -0.89969 1.61335 -0.055
C 0.74031 -0.00027 1.85356 0.026
C 2.02061 -0.41082 1.93494 -0.048
C 2.38747 -1.78776 1.84321 0.030
C 1.42200 -2.75771 1.66793 -0.034
H 7.29356 -4.95846 0.48707 -0.001
H 4.85820 -5.39815 0.99242 -0.002
H 5.02558 -2.95765 4.52720 0.002
H 7.55410 -2.53472 4.09096 -0.001
H 1.09416 -5.81453 0.24655 0.002
H -1.23826 -4.91215 -0.15223 0.003
H 0.44208 0.98316 2.14834 0.000
H 2.85944 0.33233 2.05052 -0.002
H 3.44974 -2.10747 1.93806 0.000
C 2.11341 1.68204 -5.01062 0.000
C 0.69842 1.89900 -5.57821 0.000
C 0.34001 3.38424 -5.41543 0.000
C -0.43167 0.99175 -5.03712 0.000
N -0.68270 0.97208 -3.60291 -0.001
C -0.08655 1.39481 -2.47218 0.001
N -0.86447 1.07111 -1.43992 0.002
N -1.91099 0.39984 -1.93638 0.000
N -1.85665 0.35671 -3.29866 0.000
H 2.92502 1.95299 -5.70338 0.000
H 2.36127 0.65876 -4.73487 0.000
H 2.27393 2.34670 -4.16126 0.000
H 0.77999 1.57003 -6.63016 0.000
H 0.48946 3.70359 -4.39095 0.000
H -0.70534 3.64911 -5.68699 0.000
H 0.96278 4.01769 -6.04825 0.000
H -0.24023 -0.09761 -5.22593 0.000
H -1.37304 1.21403 -5.53142 0.000
H 0.79285 2.00919 -2.32615 0.000
```

No. 3
Molecular formula: C30H33Cl5CsF5OP
Method: DFT, ωB97M-V with the def2-TZVPD basis set

Values from the calculation:
F_max   0.9 eV/A
Total charge   -1
E   -119731.436 eV
HOMO-LUMO gap   7.00 eV
ΔE to the lowest compared entry with this formula, charge and spin   3.4 kcal/mol

```
76
Properties=species:S:1:pos:R:3:mulliken_charge:R:1
Cs 1.91452 2.20031 -0.65787 1.391
Cl 3.04560 4.71618 2.97630 -0.269
C 3.89221 3.16246 2.96508 -0.044
C 3.53755 2.23602 2.00917 -1.083
C 4.23653 1.06214 2.07331 1.109
Cl 3.83384 -0.24618 0.89762 -0.251
C 5.22668 0.75680 3.00532 -0.091
Cl 6.04685 -0.76568 3.03429 -0.195
C 5.54009 1.73051 3.95114 0.452
Cl 6.75629 1.42194 5.14258 -0.217
C 4.86675 2.95398 3.93705 -0.375
Cl 5.25968 4.15566 5.11953 -0.208
C -5.27702 0.01076 1.03566 -0.664
C -4.41774 0.11230 2.30585 -0.961
C -2.95557 0.46175 1.98701 -0.602
C -2.52310 -0.17725 0.66334 0.221
C -3.33481 0.46926 -0.48683 -0.986
C -4.72509 0.94252 -0.03560 -0.918
P -0.70279 0.04517 0.35577 -0.817
C -0.28647 -1.23649 -0.93007 0.373
C -0.90310 -2.65130 -0.79093 -1.001
C -1.97962 -2.91337 -1.84055 -0.459
C -1.40698 -2.84209 -3.26181 -0.942
C -0.30880 -1.77103 -3.38166 -0.642
C -0.49949 -0.66637 -2.34693 -0.141
C 0.14625 -0.65674 1.87081 1.135
C 0.45470 0.44284 2.89922 -1.036
C 1.42752 -0.05268 3.97970 0.055
C 1.20302 -1.52856 4.34712 -0.909
C -0.23508 -1.93732 4.05864 -0.959
C -0.50230 -1.88991 2.55004 -0.762
H -6.31997 0.24083 1.26235 0.423
H -5.26160 -1.01442 0.65266 0.309
H -4.45549 -0.83401 2.85227 0.280
H -4.83063 0.87314 2.97333 0.477
H -2.32157 0.13892 2.81147 -0.225
H -2.82770 1.54589 1.91039 0.378
H -2.76357 -1.24466 0.71056 0.458
H -3.45066 -0.24937 -1.29959 0.128
H -2.77867 1.31540 -0.90017 0.379
H -5.39422 0.99759 -0.89646 0.443
H -4.66317 1.95565 0.37295 0.340
H 0.79919 -1.33658 -0.80471 0.490
H -1.31654 -2.80574 0.20514 0.287
H -0.11115 -3.39799 -0.90941 0.529
H -2.77521 -2.17362 -1.72500 -0.107
H -2.44463 -3.88686 -1.66627 0.553
H -2.21581 -2.63265 -3.96668 0.364
H -0.99879 -3.81664 -3.54234 0.299
H -0.28613 -1.35399 -4.38918 0.271
H 0.67653 -2.21839 -3.22382 0.328
H -1.50253 -0.24131 -2.44829 0.165
H 0.20462 0.14900 -2.52767 0.088
H 1.11864 -0.96607 1.46951 0.523
H -0.47141 0.78486 3.36851 0.226
H 0.89017 1.31831 2.41119 0.431
H 1.31749 0.57794 4.86557 0.483
H 2.45157 0.08465 3.63118 -0.555
H 1.45883 -1.70236 5.39424 0.516
H 1.87160 -2.16361 3.75669 0.345
H -0.91642 -1.25910 4.58418 0.260
H -0.44696 -2.94126 4.43489 0.546
H -1.58100 -1.91849 2.38048 0.127
H -0.09638 -2.79723 2.09592 0.328
F 1.83920 1.74035 -8.68032 -0.334
C 1.84943 1.84634 -7.33587 0.560
C 1.95766 0.72094 -6.53847 0.216
F 2.06997 -0.48749 -7.11712 -0.333
C 1.95171 0.83266 -5.16537 0.457
F 2.08315 -0.29463 -4.43330 -0.391
C 1.82961 2.06539 -4.47609 -0.542
O 1.81753 2.14940 -3.20183 -0.696
C 1.72902 3.18139 -5.34157 0.392
F 1.62261 4.40938 -4.79453 -0.332
C 1.73572 3.07859 -6.71749 0.234
F 1.62586 4.18424 -7.47426 -0.321
```